Molecular formula: C24H28N4O5
Method: DFT, wB97M-V/def2-TZVPD

Last column: Löwdin charge in e.
Geometry (Å):
C -1.300 -3.499 0.648  -0.066
C -0.498 -3.160 -0.603  -0.239
O -1.269 -2.508 -1.607  -0.078
C -1.697 -1.231 -1.267  -0.229
C -2.971 -1.030 -0.762  0.053
C -3.443 0.235 -0.414  -0.142
N -4.748 0.446 0.017  -0.087
C -5.746 -0.592 -0.131  -0.139
C -5.817 -1.493 1.111  -0.188
O -6.052 -0.728 2.273  -0.133
C -5.059 0.262 2.437  -0.182
C -5.005 1.204 1.227  -0.126
C -2.565 1.333 -0.598  -0.177
O -3.063 2.570 -0.297  -0.072
C -2.241 3.717 -0.412  -0.234
C -1.237 3.852 0.729  -0.055
C -1.294 1.129 -1.106  0.063
C -0.848 -0.142 -1.448  -0.143
N 0.416 -0.386 -2.004  0.150
C 1.514 0.396 -1.948  -0.469
O 1.564 1.511 -1.475  0.087
C 2.752 -0.245 -2.603  -0.070
O 3.905 0.020 -1.824  0.022
C 3.806 -0.311 -0.538  -0.275
N 2.732 -0.935 -0.111  0.160
C 2.678 -1.229 1.198  -0.185
N 3.575 -0.981 2.098  0.124
C 4.704 -0.353 1.688  -0.220
C 5.720 -0.058 2.615  -0.010
C 6.858 0.580 2.199  -0.070
C 7.030 0.949 0.857  -0.074
C 6.060 0.674 -0.070  -0.008
C 4.886 0.019 0.332  -0.062
H -2.165 -4.104 0.388  0.079
H -1.640 -2.589 1.137  0.070
H -0.674 -4.057 1.340  0.077
H -0.144 -4.076 -1.084  0.124
H 0.368 -2.542 -0.328  0.096
H -3.594 -1.901 -0.646  0.112
H -5.556 -1.175 -1.030  0.123
H -6.714 -0.089 -0.242  0.129
H -6.650 -2.195 1.036  0.126
H -4.878 -2.056 1.227  0.115
H -5.324 0.807 3.344  0.125
H -4.075 -0.215 2.573  0.128
H -4.236 1.956 1.371  0.116
H -5.975 1.699 1.116  0.132
H -1.732 3.734 -1.383  0.120
H -2.951 4.549 -0.381  0.124
H -1.755 3.835 1.685  0.078
H -0.708 4.797 0.633  0.078
H -0.511 3.044 0.712  0.069
H -0.619 1.950 -1.264  0.096
H 0.504 -1.328 -2.362  0.142
H 2.944 0.224 -3.571  0.141
H 2.623 -1.327 -2.723  0.129
H 1.776 -1.732 1.523  0.106
H 5.570 -0.345 3.643  0.112
H 7.638 0.809 2.911  0.105
H 7.937 1.454 0.559  0.103
H 6.172 0.951 -1.107  0.118

Calculated values
* multiplicity: 1
* electronic energy: -41540.100 eV
* SMILES: CCOc1cc(N2CCOCC2)c(OCC)cc1NC(=O)COc1ncnc2ccccc12
* lowest unoccupied orbital energy: 0.245 eV
* gap between HOMO and LUMO: 7.4 eV
* energy relative to the best compared isomer or geometry (same formula, charge and spin): 3.792 eV

***

Molecular formula: C4H8O2
Method: DFT, wB97M-V/def2-TZVPD

Last column: Löwdin charge in e.
Geometry (Å):
O -2.075 0.718 0.656  -0.199
C -1.558 -0.641 -0.303  -0.004
C -0.102 -0.500 0.262  -0.308
C 1.140 -0.393 -0.676  -0.081
C 1.517 0.865 0.126  -0.160
O 0.263 0.794 0.807  -0.181
H -1.433 1.519 0.679  0.087
H -2.095 -1.428 0.249  0.083
H -2.018 -0.815 -1.345  0.121
H -0.141 -1.225 1.256  0.193
H 1.703 -1.292 -0.499  0.094
H 0.911 -0.221 -1.745  0.119
H 1.614 1.836 -0.391  0.119
H 2.275 0.782 0.923  0.118

Calculated values
* multiplicity: 1
* electronic energy: -8368.399 eV
* SMILES: OC[C@H]1CCO1
* lowest unoccupied orbital energy: 0.958 eV
* gap between HOMO and LUMO: 10.7 eV
* energy relative to the best compared isomer or geometry (same formula, charge and spin): 4.883 eV

***

Molecular formula: C17H13BBrF2N7Sn
Method: DFT, wB97M-V/def2-TZVPD

Last column: Löwdin charge in e.
Geometry (Å):
Sn -0.096 -2.363 0.472  1.217
N -3.283 -3.709 0.084  0.130
C -3.298 -2.372 0.459  -0.257
C -4.561 -1.782 0.736  -0.001
C -4.541 -0.625 1.500  -0.027
C -3.300 0.098 1.728  -0.056
C -2.166 -0.446 1.229  -0.211
N -2.150 -1.624 0.559  -0.114
C -2.244 -4.484 -0.498  -0.311
C -2.520 -5.810 -0.901  -0.036
C -1.588 -6.512 -1.678  -0.113
C -0.351 -5.903 -1.853  -0.122
C -0.053 -4.651 -1.400  -0.181
N -1.008 -3.951 -0.641  -0.178
H -4.159 -4.127 0.287  0.129
H -5.471 -2.362 0.644  0.115
H -5.465 -0.278 1.860  0.092
H -3.384 1.085 2.246  0.123
H -1.226 0.078 1.343  0.085
H -3.514 -6.135 -0.708  0.091
H -1.805 -7.565 -1.999  0.113
H 0.342 -6.411 -2.486  0.097
H 0.844 -4.153 -1.768  0.088
Br 6.370 6.781 0.076  0.684
C 4.582 6.258 0.523  -0.672
C 3.796 7.168 1.343  -0.105
C 2.565 6.716 1.709  -0.048
N 2.196 5.360 1.410  0.047
C 2.985 4.540 0.669  -0.092
C 4.175 4.974 0.194  -0.139
H 4.098 8.232 1.482  0.117
H 1.876 7.270 2.365  0.127
H 2.548 3.592 0.333  0.135
H 4.649 4.403 -0.552  0.097
N 4.663 -0.676 -4.267  0.072
C 3.614 -0.890 -3.750  -0.410
N 2.409 -1.014 -3.308  0.079
C 1.844 -1.171 -2.192  -0.373
N 1.087 -1.419 -1.346  -0.039
F 0.445 5.075 3.112  0.233
B 0.888 4.815 1.874  -0.645
F 0.208 3.989 1.112  0.262

Calculated values
* multiplicity: 1
* electronic energy: -110255.583 eV
* lowest unoccupied orbital energy (alpha / beta): -0.809 / -0.706 eV
* gap between HOMO and LUMO (alpha / beta): 4.6 / 5.4 eV
* energy relative to the best compared isomer or geometry (same formula, charge and spin): 0.000 eV

***

Molecular formula: C33H32Cl3N8Ru
Method: DFT, wB97M-V/def2-TZVPD

Last column: Löwdin charge in e.
Geometry (Å):
Ru 0.047 -0.286 -0.161  1.515
C -0.490 1.867 2.349  -0.077
N -1.006 1.736 0.982  -0.103
C -0.709 2.853 0.079  -0.098
C 0.599 2.581 -0.591  -0.261
N 1.065 1.341 -0.745  -0.022
C 2.310 1.448 -1.383  -0.221
C 3.240 0.479 -1.745  -0.025
C 4.396 0.925 -2.359  -0.036
C 4.623 2.288 -2.604  -0.028
C 3.707 3.256 -2.238  0.029
C 2.551 2.799 -1.620  -0.154
N 1.443 3.474 -1.097  0.220
C 0.323 0.660 2.697  -0.270
N 0.708 -0.223 1.785  -0.004
C 1.528 -1.154 2.440  -0.212
C 2.223 -2.256 1.955  -0.024
C 2.960 -2.982 2.871  -0.044
C 3.000 -2.627 4.228  -0.032
C 2.318 -1.528 4.714  0.027
C 1.588 -0.801 3.784  -0.157
N 0.810 0.355 3.899  0.221
H -1.295 2.009 3.073  0.148
H 0.158 2.744 2.425  0.148
H -2.002 1.559 0.989  0.097
H -0.679 3.816 0.594  0.144
H -1.497 2.915 -0.673  0.135
H 3.078 -0.574 -1.555  0.107
H 5.149 0.209 -2.657  0.124
H 5.543 2.587 -3.087  0.128
H 3.888 4.306 -2.421  0.133
H 1.309 4.475 -1.087  0.196
H 2.208 -2.530 0.906  0.107
H 3.531 -3.837 2.538  0.123
H 3.595 -3.221 4.908  0.126
H 2.365 -1.248 5.758  0.132
H 0.672 0.898 4.740  0.194
C -4.117 -1.498 1.500  -0.052
C -2.763 -0.994 2.013  -0.215
C -1.866 -2.140 2.386  -0.168
C -1.951 -2.682 3.646  0.001
C -1.306 -3.882 3.952  0.022
C -0.593 -4.564 2.976  0.003
C -0.478 -4.081 1.684  -0.137
C 0.368 -4.885 0.727  -0.208
C -0.345 -6.147 0.228  -0.053
C -1.096 -2.821 1.391  -0.162
N -0.908 -2.204 0.168  0.002
C -0.987 -2.932 -0.957  -0.046
C -0.531 -2.369 -2.127  -0.259
C -0.524 -2.785 -3.493  0.046
C 0.081 -1.786 -4.199  0.017
C 0.438 -0.766 -3.259  -0.049
N 0.080 -1.113 -2.032  -0.101
H -4.762 -0.663 1.223  0.081
H -4.633 -2.082 2.261  0.094
H -3.987 -2.136 0.623  0.065
H -2.913 -0.358 2.889  0.123
H -2.301 -0.401 1.230  0.028
H -2.567 -2.199 4.394  0.136
H -1.381 -4.296 4.949  0.133
H -0.096 -5.492 3.231  0.140
H 1.267 -5.186 1.269  0.121
H 0.719 -4.285 -0.115  0.094
H -0.635 -6.783 1.064  0.090
H 0.316 -6.723 -0.418  0.093
H -1.256 -5.924 -0.332  0.073
H -1.444 -3.913 -0.930  0.142
H -0.919 -3.715 -3.871  0.139
H 0.271 -1.743 -5.259  0.131
H 0.934 0.172 -3.464  0.129
Cl -5.727 0.524 -2.077  0.696
C -4.324 -0.323 -2.708  -1.625
Cl -4.530 -2.078 -2.590  0.660
Cl -3.962 0.159 -4.362  0.684
C -3.163 0.028 -1.873  -0.334
N -2.261 0.287 -1.214  0.180

Calculated values
* multiplicity: 5
* electronic energy: -86786.086 eV
* lowest unoccupied orbital energy (alpha / beta): -8.616 / -11.262 eV
* gap between HOMO and LUMO (alpha / beta): 8.0 / 5.4 eV
* net charge: +3

***

Molecular formula: C8H7ClF3NO
Method: DFT, wB97M-V/def2-TZVPD

Last column: Löwdin charge in e.
Geometry (Å):
C -3.269 0.216 0.049  -0.072
C -2.630 0.788 1.181  -0.040
C -2.559 -0.466 -0.994  -0.042
C -1.175 0.603 1.188  0.002
C -1.170 -0.520 -0.904  -0.033
C -0.472 -0.009 0.143  -0.257
C 1.904 -0.096 -0.398  -0.467
C 3.257 -0.412 0.295  -0.530
N 0.885 -0.213 0.455  0.095
O 1.977 -0.682 -1.647  0.055
F 3.358 -1.771 0.494  0.129
F 4.395 -0.089 -0.373  0.146
F 3.200 0.205 1.496  0.126
Cl 1.997 2.188 -0.921  0.098
H -4.383 0.522 0.080  0.126
H -3.073 1.270 2.010  0.084
H -3.036 -0.792 -1.820  0.066
H -0.722 0.712 2.203  0.124
H -0.766 -1.045 -1.750  0.107
H 1.030 0.004 1.460  0.167
H 1.252 -0.416 -2.246  0.118

Calculated values
* multiplicity: 1
* electronic energy: -32620.728 eV
* lowest unoccupied orbital energy: -0.284 eV
* gap between HOMO and LUMO: 9.0 eV

***

Molecular formula: C23H13F6NO3
Method: DFT, wB97M-V/def2-TZVPD

Last column: Löwdin charge in e.
Geometry (Å):
O 1.900 -1.195 -2.036  0.083
C 0.757 -0.733 -1.818  -0.301
C -0.062 -0.104 -2.879  -0.121
C 0.575 0.840 -3.775  0.043
C -0.142 1.705 -4.585  -0.031
C -1.477 1.834 -4.406  -0.116
C -2.048 3.074 -5.168  -0.563
F -1.852 3.024 -6.534  0.130
F -3.337 3.138 -4.829  0.128
F -1.620 4.183 -4.601  0.169
C -2.147 0.809 -3.710  0.016
C -1.436 -0.159 -2.931  -0.015
N 0.276 -0.877 -0.503  0.083
C -0.494 0.165 -0.085  -0.428
O -0.114 1.322 -0.127  0.137
C -1.453 -0.107 0.912  -0.087
C -2.318 0.972 1.231  0.015
C -3.524 0.696 1.896  -0.078
C -3.751 -0.657 2.265  -0.071
C -2.818 -1.698 2.017  0.008
C -1.595 -1.453 1.338  -0.170
O -0.678 -2.421 0.991  0.031
C 0.578 -1.940 0.392  -0.154
C 1.594 -1.503 1.478  -0.088
C 2.788 -0.789 1.115  0.032
C 3.586 -0.330 2.141  -0.018
C 3.368 -0.627 3.464  -0.114
C 4.354 -0.198 4.473  -0.528
F 3.650 0.636 5.288  0.126
F 5.486 0.445 3.940  0.088
F 4.837 -1.191 5.227  0.152
C 2.283 -1.500 3.780  0.008
C 1.456 -1.914 2.784  -0.036
H 1.582 1.065 -3.726  0.098
H 0.309 2.598 -5.103  0.150
H -3.286 0.790 -3.636  0.139
H -2.062 -0.763 -2.200  0.146
H -2.334 1.936 0.727  0.124
H -4.298 1.441 2.162  0.110
H -4.676 -0.705 2.920  0.121
H -3.058 -2.708 2.336  0.109
H 1.044 -2.753 -0.195  0.182
H 3.014 -0.388 0.141  0.112
H 4.370 0.311 1.794  0.119
H 2.141 -1.793 4.832  0.135
H 0.632 -2.477 3.206  0.125

Calculated values
* multiplicity: 1
* electronic energy: -47997.871 eV
* SMILES: O=C(c1ccc(C(F)(F)F)cc1)N1C(=O)c2ccccc2O[C@@H]1c1ccc(C(F)(F)F)cc1
* lowest unoccupied orbital energy: -0.529 eV
* gap between HOMO and LUMO: 8.8 eV
* energy relative to the best compared isomer or geometry (same formula, charge and spin): 0.113 eV

***

Molecular formula: C3H6N2O2
Method: DFT, wB97M-V/def2-TZVPD

Last column: Löwdin charge in e.
Geometry (Å):
H 1.951 0.526 -1.923  0.062
N 1.302 0.168 -1.228  0.099
C 1.641 0.555 -0.068  -0.299
O 0.992 0.244 1.053  -0.038
C -0.074 -0.715 0.992  -0.089
C -1.417 -0.110 0.555  -0.516
N -1.555 0.065 -0.782  0.164
O -2.286 0.133 1.373  0.050
H 2.501 1.185 0.175  0.138
H 0.220 -1.544 0.340  0.126
H -0.201 -1.055 2.019  0.130
H -2.387 0.537 -1.104  0.112
H -0.732 0.015 -1.374  0.059

Calculated values
* multiplicity: 1
* electronic energy: -10283.544 eV
* SMILES: [H]/N=C/OCC(N)=O
* lowest unoccupied orbital energy: 0.812 eV
* gap between HOMO and LUMO: 10.6 eV
* energy relative to the best compared isomer or geometry (same formula, charge and spin): 1.253 eV

***

Molecular formula: C21H60Br2N6O6
Method: DFT, wB97M-V/def2-TZVPD

Last column: Löwdin charge in e.
Geometry (Å):
C 5.869 1.861 -2.465  0.020
C 5.194 1.729 -1.199  -0.353
O 5.533 2.016 -0.090  0.161
N 3.829 0.896 -1.340  0.029
H 3.234 1.513 -1.828  0.145
H 3.915 0.132 -2.050  -0.090
C 3.346 0.404 -0.020  -0.033
H 6.459 2.781 -2.570  0.125
H 5.198 1.709 -3.329  0.106
H 6.590 1.080 -2.510  0.106
H 3.578 1.165 0.728  0.089
H 3.983 -0.511 0.210  0.121
H 2.367 -0.012 -0.102  0.060
C 9.635 -4.795 2.247  0.040
C 9.126 -3.378 2.041  -0.335
O 9.345 -2.614 1.161  0.207
N 8.300 -2.967 3.335  0.082
H 7.488 -3.546 3.305  0.163
H 8.794 -3.170 4.193  0.174
C 8.047 -1.482 3.257  0.024
H 10.129 -4.936 3.148  0.072
H 10.356 -5.009 1.442  0.121
H 8.779 -5.503 2.288  0.120
H 7.258 -1.333 4.042  0.128
H 7.555 -1.329 2.309  0.093
H 9.007 -1.020 3.335  0.110
C 2.852 -6.006 -5.381  0.035
C 2.453 -4.758 -6.026  -0.412
O 1.586 -4.574 -6.770  0.200
N 3.308 -3.499 -5.759  -0.007
H 3.111 -3.172 -4.771  -0.026
H 4.352 -3.749 -5.707  0.194
C 3.032 -2.330 -6.599  -0.042
H 3.743 -5.903 -4.724  0.109
H 3.148 -6.681 -6.164  0.109
H 1.989 -6.454 -4.886  0.115
H 2.210 -2.587 -7.214  0.080
H 3.931 -2.144 -7.199  0.115
H 2.868 -1.437 -5.995  0.061
C -9.028 4.183 -3.725  -0.030
C -8.767 5.329 -4.697  -0.294
C -9.249 5.007 -6.069  -0.198
O -9.262 6.177 -6.818  -0.187
C -7.999 6.682 -7.067  -0.079
N -9.651 6.573 -4.276  0.246
H -9.073 7.351 -3.959  0.177
H -10.085 6.851 -5.179  0.160
H -10.341 6.115 -3.695  0.157
H -10.050 3.833 -3.717  0.095
H -8.721 4.460 -2.717  0.094
H -8.339 3.401 -4.065  0.107
H -7.797 5.739 -4.493  0.133
H -10.274 4.553 -6.075  0.174
H -8.666 4.281 -6.575  0.135
H -8.061 7.663 -7.490  0.105
H -7.481 5.939 -7.740  0.129
H -7.391 6.708 -6.164  0.077
C -0.586 3.848 4.903  -0.032
C 0.417 3.125 5.780  -0.294
C -0.315 2.463 6.948  -0.149
O 0.519 1.380 7.444  -0.218
C 0.161 0.801 8.662  -0.099
N 1.162 2.157 4.871  0.172
H 0.605 1.578 4.235  -0.089
H 1.854 2.713 4.393  0.157
H 1.578 1.411 5.421  0.138
H -1.064 3.132 4.229  0.089
H -0.249 4.747 4.348  0.106
H -1.334 4.107 5.648  0.087
H 1.222 3.761 6.152  0.158
H -1.253 2.070 6.708  0.109
H -0.554 3.188 7.781  0.165
H 0.413 1.526 9.510  0.121
H 0.677 -0.129 8.802  0.087
H -0.924 0.684 8.717  0.091
C -3.839 -2.448 3.862  -0.048
C -3.059 -2.947 2.693  -0.298
C -3.887 -3.859 1.791  -0.188
O -3.033 -4.298 0.759  -0.200
C -2.702 -5.682 0.758  -0.070
N -2.592 -1.739 1.853  0.232
H -3.363 -1.066 1.715  0.180
H -1.809 -1.258 2.245  -0.040
H -2.342 -2.061 0.941  0.139
H -4.738 -1.945 3.598  0.083
H -3.296 -1.718 4.483  0.101
H -4.105 -3.225 4.550  0.097
H -2.209 -3.572 3.049  0.174
H -4.770 -3.342 1.432  0.139
H -4.196 -4.717 2.401  0.144
H -3.632 -6.217 0.929  0.090
H -1.975 -5.942 1.513  0.090
H -2.454 -6.035 -0.265  0.108
Br 4.034 -1.696 -3.309  -0.081
Br 0.377 -0.026 2.633  -0.268

Calculated values
* multiplicity: 1
* electronic energy: -184026.610 eV
* lowest unoccupied orbital energy: -7.280 eV
* gap between HOMO and LUMO: 8.5 eV
* net charge: +4

***

- Look up the electronic energy of the second one.
  -8368.399 eV

***

- multiplicity of number 8 (C21H60Br2N6O6)?
  1

***

- The lowest electronic energy belongs to which entry?
  C21H60Br2N6O6

***

- Which value of multiplicity does entry 5 give?
  1